204
Properties=species:S:1:pos:R:3 method="wB97M-V/def2-TZVPD" energy_ha=-3467.629010 max_force_ev_per_a=4.8 e_homo_ev=-8.43 orbital_gap_ev=8.991 relative_energy_kcal_mol=98.9 smiles=COC[C@H](C)N.COC[C@H](C)N.COC[C@H](C)N.COC[C@H](C)N.COC[C@H](C)N.COC[C@H](C)N.COC[C@H](C)N.COC[C@H](C)N.COC[C@H](C)N.COC[C@H](C)N.COC[C@H](C)N.COC[C@H](C)N
C 1.800 0.194 -8.834
O 2.162 0.313 -7.452
C 1.256 1.013 -6.601
C 0.120 0.100 -6.061
C -0.955 0.794 -5.208
N 0.769 -0.966 -5.265
H 2.476 -0.526 -9.295
H 1.901 1.100 -9.431
H 0.801 -0.196 -9.029
H 1.818 1.362 -5.735
H 0.973 1.985 -7.004
H -0.340 -0.255 -6.984
H -1.723 0.122 -4.823
H -1.428 1.589 -5.785
H -0.541 1.402 -4.403
H 0.954 -0.790 -4.288
H 1.608 -1.146 -5.798
C -5.655 2.356 -3.108
O -4.367 2.954 -3.160
C -3.308 2.017 -3.186
C -3.250 1.201 -1.817
C -2.776 2.023 -0.597
N -2.489 -0.054 -1.880
H -6.378 3.053 -3.531
H -6.016 2.246 -2.085
H -5.662 1.357 -3.543
H -3.480 1.312 -3.999
H -2.394 2.518 -3.504
H -4.287 0.924 -1.624
H -3.526 2.762 -0.315
H -1.950 2.699 -0.815
H -2.428 1.516 0.303
H -3.057 -0.682 -2.429
H -2.582 -0.546 -1.003
C -1.950 3.032 3.304
O -2.290 2.338 4.492
C -1.268 1.510 4.946
C -1.842 0.171 5.414
C -2.801 0.242 6.610
N -0.764 -0.793 5.727
H -1.047 3.627 3.440
H -2.792 3.660 3.014
H -1.756 2.333 2.491
H -0.635 1.250 4.097
H -0.658 2.008 5.700
H -2.429 -0.149 4.553
H -3.716 0.813 6.451
H -2.366 0.586 7.548
H -3.083 -0.780 6.860
H -0.247 -0.541 6.557
H -1.161 -1.636 6.115
C -0.476 -0.895 1.892
O 0.296 -0.790 0.775
C 0.591 0.560 0.278
C 1.389 0.692 -1.031
C 1.561 2.101 -1.599
N 0.681 -0.053 -2.028
H -0.252 -1.831 2.404
H -1.522 -0.668 1.687
H -0.022 -0.112 2.498
H -0.324 1.153 0.294
H 1.213 0.896 1.108
H 2.383 0.251 -0.955
H 0.598 2.609 -1.564
H 2.033 2.042 -2.580
H 2.222 2.595 -0.887
H 0.467 -0.891 -1.506
H -0.231 0.364 -2.150
C 1.079 8.896 -6.719
O 0.493 7.578 -6.709
C 1.126 6.803 -5.635
C 0.605 5.346 -5.725
C 1.127 4.458 -4.649
N 0.993 4.845 -7.042
H 0.625 9.503 -7.503
H 2.156 8.895 -6.883
H 0.950 9.353 -5.738
H 2.212 6.887 -5.598
H 0.838 7.305 -4.712
H -0.482 5.297 -5.776
H 2.206 4.598 -4.587
H 1.012 3.400 -4.886
H 0.615 4.673 -3.711
H 0.334 4.129 -7.313
H 0.767 5.579 -7.698
C 3.114 -4.914 3.416
O 3.738 -3.922 2.626
C 2.843 -2.840 2.261
C 3.608 -1.806 1.430
C 4.282 -2.417 0.174
N 4.691 -1.355 2.281
H 3.023 -4.558 4.442
H 3.707 -5.828 3.416
H 2.121 -5.185 3.059
H 1.922 -3.126 1.753
H 2.550 -2.254 3.133
H 3.013 -0.947 1.120
H 3.573 -2.715 -0.598
H 4.813 -3.336 0.422
H 5.002 -1.678 -0.179
H 4.235 -1.054 3.130
H 5.093 -2.241 2.551
C 2.561 -5.161 7.476
O 1.481 -5.138 6.566
C 0.504 -4.228 7.049
C -0.775 -4.304 6.221
C -0.448 -3.918 4.764
N -1.764 -3.457 6.794
H 2.929 -4.210 7.862
H 3.439 -5.636 7.038
H 2.196 -5.754 8.314
H 0.333 -4.428 8.107
H 0.772 -3.173 7.100
H -1.188 -5.312 6.245
H -1.350 -3.972 4.154
H 0.224 -4.655 4.325
H -0.002 -2.931 4.636
H -2.172 -3.920 7.594
H -2.510 -3.567 6.122
C 1.064 4.661 1.418
O 1.137 3.451 2.206
C 2.462 3.096 2.537
C 2.497 2.047 3.700
C 2.403 2.759 5.081
N 3.802 1.416 3.706
H 0.078 4.574 0.961
H 1.733 4.717 0.560
H 1.072 5.563 2.031
H 2.834 2.666 1.608
H 3.113 3.951 2.716
H 1.705 1.309 3.574
H 3.247 3.442 5.180
H 2.578 1.966 5.807
H 1.483 3.290 5.326
H 4.072 1.094 2.788
H 4.494 2.128 3.892
C -2.711 -6.572 1.396
O -1.804 -5.599 1.793
C -2.012 -4.380 1.220
C -1.675 -4.252 -0.285
C -0.298 -4.865 -0.560
N -1.629 -2.876 -0.735
H -2.369 -7.501 1.851
H -2.679 -6.846 0.341
H -3.702 -6.383 1.810
H -3.030 -4.050 1.426
H -1.454 -3.585 1.714
H -2.419 -4.778 -0.883
H 0.026 -4.718 -1.590
H -0.441 -5.935 -0.406
H 0.472 -4.503 0.121
H -0.968 -2.332 -0.198
H -1.251 -2.799 -1.669
C -4.150 -1.467 -5.144
O -3.790 -1.797 -3.786
C -3.286 -3.186 -3.616
C -1.857 -3.354 -4.228
C -1.389 -4.792 -4.285
N -0.989 -2.485 -3.443
H -3.456 -1.719 -5.945
H -4.326 -0.392 -5.117
H -5.126 -1.872 -5.414
H -3.246 -3.373 -2.543
H -3.987 -3.931 -3.993
H -1.860 -3.082 -5.283
H -1.706 -5.364 -5.157
H -1.859 -5.321 -3.457
H -0.301 -4.809 -4.213
H -1.373 -1.554 -3.369
H -0.159 -2.353 -4.004
C 8.955 0.192 -1.701
O 8.910 1.100 -0.571
C 7.716 1.907 -0.472
C 6.398 1.181 -0.081
C 5.220 2.142 -0.225
N 6.420 0.675 1.245
H 8.126 -0.508 -1.807
H 9.873 -0.375 -1.539
H 9.106 0.840 -2.564
H 7.948 2.803 0.103
H 7.525 2.359 -1.446
H 6.165 0.313 -0.698
H 5.371 3.169 0.106
H 4.262 1.730 0.094
H 5.126 2.300 -1.300
H 5.731 -0.053 1.366
H 7.289 0.213 1.472
C -4.729 -0.770 0.834
O -5.577 0.342 1.163
C -5.152 1.066 2.311
C -6.414 1.725 2.863
C -6.171 2.761 4.000
N -7.378 0.772 3.369
H -3.655 -0.591 0.811
H -4.886 -1.125 -0.184
H -4.897 -1.601 1.520
H -4.674 0.386 3.015
H -4.428 1.827 2.017
H -6.957 2.228 2.063
H -5.568 3.580 3.610
H -5.726 2.331 4.897
H -7.076 3.272 4.329
H -8.166 1.279 3.745
H -7.717 0.171 2.632